No. 1
A cluster of 2 separate species, C4H6N2 in total at a distorted geometry. Source: OMol25; level of theory: ωB97M-V/def2-TZVPD.

Calculated values
strongest force on any atom: 1.128 eV/Å
HOMO-LUMO gap (spin up / spin down): 8.5 / 8.5 eV

```
12
Properties=species:S:1:pos:R:3:nbo_charge:R:1
H 1.4381 -0.9335 -1.8610 0.093
C -0.8885 0.9712 0.1492 -0.584
H -1.6041 1.4391 0.8380 0.262
C 0.7934 -1.2917 -1.0309 -0.156
N -2.3004 -0.5746 -1.4324 -0.337
H -0.4263 1.7691 -0.4390 0.270
C -1.6470 0.0775 -0.7345 0.311
C 0.1904 0.2980 0.9690 0.166
H 1.1376 -2.3346 -0.8650 0.089
N 1.2995 0.8935 1.1474 -0.628
H 1.8882 0.3609 1.7901 0.340
H -0.0998 -0.6379 1.4584 0.174
```


No. 2
The molecule C18H22BrN5O3. Source: OMol25; level of theory: ωB97M-V/def2-TZVPD.

Calculated values
strongest force on any atom: 0.860 eV/Å
SMILES: Cc1cnc(NC(=O)Nc2cc(Br)c(C)cc2OC[C@@H]2CNCCO2)cn1
HOMO-LUMO gap: 8.2 eV

```
49
Properties=species:S:1:pos:R:3:nbo_charge:R:1
C 0.3386 -2.6007 -0.6459 0.798
H -0.7205 -0.9993 -0.0022 0.458
N -2.3611 -1.7523 0.2678 -0.470
H -4.9415 2.8014 0.7352 0.152
C 3.2059 1.5541 0.4813 -0.055
C 1.8505 1.8636 0.5573 -0.293
C 2.5916 -0.7131 -0.1344 -0.247
Br 5.3781 -0.2333 -0.0208 0.041
N -3.9087 2.8757 -1.8328 -0.607
C -2.1174 -2.9811 -0.1910 0.336
O 1.3443 -3.1757 -0.9962 -0.631
H -3.7237 -0.4892 1.1081 0.194
C -0.9469 2.4603 0.5598 -0.076
N -0.8716 -3.3116 -0.6530 -0.616
H -0.8943 2.6772 1.6349 0.192
H -5.9094 -1.8514 2.3071 0.223
H -4.4108 2.0029 -1.6867 0.346
C -2.4064 2.5185 0.1103 0.080
C -4.5411 3.9375 -1.0664 -0.254
H 1.5774 2.8675 0.8422 0.218
H -0.7566 -4.2638 -0.9749 0.418
C 1.2464 -0.3943 -0.0489 0.102
C 0.8722 0.9251 0.2790 0.350
O -0.4754 1.1620 0.2864 -0.524
H -6.4265 -1.3523 0.6972 0.220
C -5.9594 -2.1568 1.2630 -0.641
C -2.5288 2.7154 -1.4098 -0.257
H 4.8935 2.2586 1.5849 0.229
C -4.3912 3.7115 0.4427 -0.082
H -2.8917 1.5652 0.3873 0.156
C 3.5443 0.2579 0.1209 -0.069
H -2.9886 -4.9409 -0.5623 0.194
H -0.3725 3.2182 0.0162 0.179
C -3.5752 -1.4916 0.7289 0.037
H 4.8802 2.7431 -0.1019 0.229
O -3.0307 3.5815 0.8072 -0.530
N -4.3499 -3.6638 0.2628 -0.367
H 3.7891 3.5329 1.0461 0.212
H -1.9912 3.6253 -1.6955 0.192
N 0.2217 -1.3152 -0.2473 -0.640
H -6.5691 -3.0512 1.1791 0.239
H -2.0877 1.8645 -1.9308 0.214
C 4.2473 2.5867 0.7711 -0.627
H 2.8818 -1.7156 -0.4033 0.269
H -4.0503 4.8755 -1.3401 0.194
C -3.1500 -3.9385 -0.1905 -0.012
H -4.7729 4.5573 1.0156 0.197
H -5.5966 3.9960 -1.3362 0.204
C -4.5897 -2.4401 0.7383 0.127
```


No. 3
A cluster of 2 separate species, C5H6F3N2O in total at a distorted geometry. Source: OMol25; level of theory: ωB97M-V/def2-TZVPD.

Calculated values
strongest force on any atom: 4.496 eV/Å
total charge: +1
HOMO-LUMO gap (spin up / spin down): 6.3 / 6.2 eV

```
17
Properties=species:S:1:pos:R:3:nbo_charge:R:1
O 4.2591 -1.0685 0.1128 -0.396
H -1.5838 -1.4544 -0.9177 0.262
N 0.9322 -0.9610 0.3578 -0.561
H -2.1271 0.2190 -0.5543 0.271
C 1.9168 -0.1204 0.5595 0.749
C -1.5102 -0.6927 -0.2169 -0.662
F 5.6163 0.4804 1.0751 -0.317
H 1.0010 -2.0399 0.5667 0.510
C -0.1857 -0.1520 0.0296 0.202
H 2.3778 1.7413 -0.0057 0.483
F 6.2246 -0.6240 -0.6072 -0.274
C 0.2886 1.1210 -0.0958 -0.027
N 1.6681 1.0951 0.1720 -0.516
C 5.1148 -0.0873 -0.0291 1.105
F 4.5696 0.9874 -0.7006 -0.353
H -1.9250 -1.1833 0.8052 0.267
H -0.1884 1.9813 -0.2879 0.255
```


No. 4
A cluster of 2 separate species, C4H6N4S2 in total at a distorted geometry. Source: OMol25; level of theory: ωB97M-V/def2-TZVPD.

Calculated values
strongest force on any atom: 3.236 eV/Å
HOMO-LUMO gap: 7.3 eV

```
16
Properties=species:S:1:pos:R:3:nbo_charge:R:1
H -0.6835 -1.0516 -1.8532 0.239
N 2.1736 1.6906 -0.4796 -0.790
S 1.7386 -1.8588 -0.6204 0.220
N 0.3128 -1.1903 0.0173 -0.466
H -1.6710 -0.5211 2.2142 0.430
C -0.0011 -0.9586 1.2854 0.205
C 0.9996 2.0184 -0.5995 0.665
S -3.4823 -0.4279 -0.2750 -0.268
H 2.6973 1.4254 0.3043 0.405
C -0.8206 -0.9789 -0.7724 -0.182
N -0.0650 2.5114 -0.8469 -0.709
H 2.2459 -0.5751 -0.8518 0.158
C -1.9030 -0.5965 -0.0299 -0.078
N -1.2868 -0.6318 1.2753 -0.513
H -0.9971 2.0329 -0.9376 0.443
H 0.7427 -0.8880 2.1698 0.242
```


No. 5
The molecule C6H5NO at a distorted geometry. Source: OMol25; level of theory: ωB97M-V/def2-TZVPD.

Calculated values
strongest force on any atom: 10.231 eV/Å
SMILES: C#C[C@@](C)(C#N)C=O
HOMO-LUMO gap: 9.9 eV

```
13
Properties=species:S:1:pos:R:3:nbo_charge:R:1
H 0.1200 2.0497 -0.8488 0.246
C 0.6009 -0.6747 -1.1749 0.431
H -0.0154 1.7980 0.8142 0.216
H -3.4320 -1.0276 0.5258 0.271
C 0.8617 -0.7555 1.1028 0.292
C 0.5506 1.4675 0.0220 -0.563
C -2.3203 -0.8688 0.4007 -0.182
H 1.5650 1.5012 0.2598 0.243
C 0.1986 0.0438 0.0893 -0.369
N 1.3539 -1.5223 1.8717 -0.260
O 1.6721 -0.1085 -1.7457 -0.509
H 0.0383 -1.6567 -1.5038 0.201
C -1.1935 -0.2461 0.1869 -0.016
```


No. 6
A structure of composition C30H29F10O2PtS at a distorted geometry. Source: OMol25; level of theory: ωB97M-V/def2-TZVPD.

Calculated values
multiplicity: 3
strongest force on any atom: 3.608 eV/Å
total charge: -1
HOMO-LUMO gap (spin up / spin down): 4.4 / 4.8 eV

```
73
Properties=species:S:1:pos:R:3:mulliken_charge:R:1
C 6.7546 13.9308 7.3193 0.955
H 5.9888 13.5957 5.3611 0.343
H 14.5871 9.8965 13.3353 0.303
H 15.7674 12.4600 9.8981 0.515
C 9.9616 7.9524 13.0203 0.213
H 14.1627 7.4290 13.6587 0.461
C 6.4638 15.2773 7.1717 -0.832
H 16.0603 10.7609 9.6609 0.343
C 6.4998 12.9875 6.1859 -1.438
C 13.6448 7.0256 11.6578 -0.673
C 10.8270 10.1025 13.4727 0.378
H 15.1535 11.3425 11.9667 0.432
H 7.2930 14.2957 11.7508 0.453
C 12.9925 6.5791 9.3508 0.184
C 10.1381 9.2593 12.6128 0.445
C 14.1378 9.2364 12.5500 -1.182
C 10.9030 10.5596 6.3779 0.417
F 11.5506 9.3391 6.3755 -0.195
F 9.3053 7.1081 12.2004 -0.386
H 10.9776 6.2114 9.9444 0.166
H 13.3694 5.5598 9.6851 0.321
H 12.8601 12.5544 10.3471 0.088
O 9.1258 11.9658 9.2421 -0.627
H 14.5143 11.5581 8.9524 0.058
C 11.5414 6.4847 9.0304 -1.100
H 8.9365 14.6045 11.1527 0.297
C 8.1253 12.2568 8.5063 -0.948
C 11.3862 9.7135 14.7050 0.042
H 13.4503 6.0124 11.9628 0.373
H 13.5777 6.4015 7.1678 0.301
Pt 10.7673 10.5179 9.4806 1.934
H 14.8853 6.4247 8.3932 0.377
C 14.4662 11.2354 11.1041 0.334
F 11.1267 12.7877 7.5072 -0.200
C 6.9188 16.2504 8.0565 0.404
H 6.0934 15.5318 6.1481 0.153
H 5.7293 12.2793 6.4479 0.337
H 8.1490 12.9517 10.9732 0.138
C 14.0425 7.8780 12.7159 -1.033
H 12.6595 12.2981 12.1079 0.002
C 10.5151 7.5325 14.2668 0.407
H 11.1626 7.4411 8.6386 -0.036
H 7.2602 16.4687 10.1770 0.470
C 6.7837 17.6991 7.7084 -1.430
C 13.9003 6.8516 8.1566 -1.333
H 14.0540 7.9577 8.1273 0.208
C 11.4506 11.4660 7.5579 0.079
H 11.3324 5.7645 8.1970 0.470
H 7.6955 11.4807 7.7743 0.167
H 5.7773 18.0697 7.8302 0.301
H 7.3984 12.5149 5.8186 0.296
C 13.9460 9.8510 11.2707 0.130
S 9.4044 9.8243 11.1085 -0.405
C 7.2339 15.8002 9.3507 -0.880
F 12.8088 11.2934 7.4850 -0.261
C 13.4355 12.3957 11.2796 -0.973
C 7.4749 13.5556 8.4681 1.280
H 7.4578 18.3147 8.3819 0.333
F 10.0525 6.4037 14.8157 -0.333
F 12.0786 10.6456 15.4578 -0.365
C 7.5568 14.4442 9.5757 0.591
H 14.0492 13.2987 11.5326 0.463
H 7.1442 17.8896 6.6728 0.351
O 12.4491 9.4484 9.3655 -0.598
F 10.8097 11.4212 13.1879 -0.441
F 11.0647 11.1630 5.2367 -0.257
C 13.3352 7.5494 10.4493 0.810
C 11.3442 8.3648 14.9756 0.501
F 12.0916 7.8869 15.9924 -0.376
C 13.2133 9.0060 10.3392 0.732
C 15.2668 11.5094 9.8184 -1.393
C 8.0026 14.0418 10.9609 -1.435
F 9.5699 10.2995 6.5325 -0.229
```